Here is C44H33Br2N6O4P2SZr as an isolated structure in a non-equilibrium geometry from OMol25. Energies are from ωB97M-V/def2-TZVPD.

Values from the calculation:
- HOMO-LUMO gap: 0.278 Eh
- Maximum force: 1.015 eV Å⁻¹
- Lowest unoccupied orbital energy: -8.58 eV
- Total charge: +3
- Energy relative to the best compared isomer or geometry (same formula, charge and spin): 0.060 eV

```
93
Properties=species:S:1:pos:R:3:forces:R:3
Zr 0.225 -0.387 -1.329 0.440 0.744 -0.532
S -2.394 -7.675 -2.022 0.003 -0.010 0.002
N -3.129 -6.363 -1.450 0.170 0.001 -0.060
C -2.236 -5.382 -1.510 -0.328 0.229 0.149
C -2.474 -4.001 -1.125 -0.127 -0.290 -0.114
C -3.725 -3.540 -0.706 -0.010 -0.022 0.023
C -3.882 -2.203 -0.433 -0.019 0.036 0.000
C -2.791 -1.354 -0.570 0.066 0.016 -0.016
N -1.581 -1.778 -0.949 -0.029 -0.267 0.139
C -1.423 -3.098 -1.238 0.239 0.075 0.030
C -0.108 -3.526 -1.721 -0.254 0.144 0.021
N 0.867 -2.588 -1.775 -0.016 -0.124 0.029
C 2.046 -2.937 -2.294 -0.027 -0.029 0.084
C 2.321 -4.217 -2.760 0.049 0.047 0.000
C 1.343 -5.178 -2.686 -0.001 -0.069 -0.017
C 0.097 -4.831 -2.158 -0.025 -0.272 0.077
C -0.996 -5.780 -2.030 0.406 -0.013 -0.119
N -0.945 -7.064 -2.362 -0.146 0.107 0.061
H -4.545 -4.243 -0.621 -0.001 0.012 -0.008
H -4.833 -1.793 -0.124 0.000 -0.013 -0.003
H -2.896 -0.296 -0.373 -0.003 -0.022 -0.009
H 2.802 -2.171 -2.341 0.002 -0.010 -0.018
H 3.297 -4.434 -3.170 -0.002 -0.002 0.002
H 1.510 -6.192 -3.029 0.003 0.008 -0.003
Br 1.919 1.796 -2.102 0.037 -0.096 0.103
C 2.427 0.113 -1.199 0.128 0.014 -0.139
Br 1.066 -1.646 1.390 0.029 -0.238 0.028
H 2.897 0.425 -0.272 -0.003 -0.038 0.057
H 3.188 -0.319 -1.842 -0.018 -0.026 -0.004
O -1.300 1.072 -1.664 -0.386 0.136 -0.089
C -1.739 1.608 -2.712 0.061 -0.029 -0.007
C -1.301 1.315 -4.021 -0.171 0.230 0.010
C -1.842 2.079 -5.076 0.047 -0.050 -0.014
C -1.409 1.835 -6.346 -0.095 0.033 -0.041
C -0.456 0.857 -6.621 0.077 -0.078 0.036
C 0.072 0.091 -5.597 -0.029 0.013 -0.186
C -0.349 0.303 -4.293 0.226 -0.309 0.308
O 0.138 -0.462 -3.308 -0.262 0.147 -0.071
N -1.968 2.637 -7.459 0.141 0.155 -0.037
O -2.790 3.475 -7.163 -0.021 -0.081 0.010
O -1.538 2.405 -8.564 -0.060 -0.054 0.051
H -2.514 2.369 -2.584 -0.012 0.000 -0.038
H -2.580 2.851 -4.896 -0.002 -0.004 -0.004
H -0.144 0.713 -7.648 -0.001 -0.005 0.003
H 0.805 -0.678 -5.799 -0.002 0.000 0.001
N 0.521 1.139 2.513 -0.194 0.104 0.145
P -0.282 1.550 1.027 -0.127 -0.122 0.002
C -0.282 3.354 1.081 0.029 0.030 0.090
C -0.825 3.968 2.219 -0.011 0.032 -0.013
C -0.813 5.345 2.338 0.010 -0.003 -0.036
C -0.278 6.126 1.316 -0.011 0.004 0.040
C 0.247 5.527 0.184 0.003 -0.050 0.001
C 0.253 4.141 0.067 0.006 0.053 -0.047
C -1.999 1.153 1.484 -0.004 0.014 0.013
C -2.299 0.111 2.358 -0.043 -0.038 0.018
C -3.621 -0.212 2.640 0.020 0.016 -0.011
C -4.651 0.497 2.039 -0.006 0.020 -0.018
C -4.360 1.534 1.158 0.024 -0.014 0.021
C -3.042 1.864 0.884 0.000 0.039 0.029
P 1.693 0.033 2.722 0.024 -0.155 -0.057
C 1.735 -0.606 4.345 -0.025 0.010 0.308
C 0.745 -1.478 4.822 0.053 0.049 0.008
C 0.776 -1.875 6.143 0.003 -0.002 -0.016
C 1.778 -1.402 6.988 -0.014 -0.015 0.017
C 2.755 -0.535 6.521 0.015 0.009 -0.030
C 2.746 -0.132 5.195 -0.051 -0.097 0.023
C 3.251 0.601 2.174 0.207 0.147 -0.164
C 3.402 1.952 1.843 0.039 -0.046 0.018
C 4.648 2.411 1.440 -0.030 -0.029 0.009
C 5.718 1.530 1.368 0.042 -0.002 -0.009
C 5.566 0.185 1.703 -0.014 0.023 0.004
C 4.333 -0.288 2.110 -0.003 0.036 -0.019
H 0.115 1.504 3.372 0.019 -0.029 0.008
H -1.282 3.381 3.008 -0.005 -0.028 -0.013
H -1.231 5.813 3.219 0.000 0.006 -0.005
H -0.278 7.204 1.408 0.000 -0.001 -0.005
H 0.659 6.134 -0.611 -0.002 -0.002 -0.002
H 0.678 3.684 -0.812 -0.018 0.006 0.019
H -1.509 -0.453 2.839 0.016 0.003 -0.002
H -3.846 -1.007 3.338 0.007 0.000 0.000
H -5.681 0.258 2.270 0.001 -0.002 0.001
H -5.162 2.103 0.706 -0.003 -0.001 0.004
H -2.827 2.695 0.224 0.022 0.016 0.010
H -0.024 -1.860 4.162 -0.016 -0.002 -0.015
H 0.029 -2.560 6.519 -0.001 0.006 0.004
H 1.797 -1.721 8.022 0.002 0.003 -0.002
H 3.531 -0.179 7.185 -0.002 0.003 -0.001
H 3.515 0.534 4.828 -0.003 0.013 -0.007
H 2.567 2.638 1.916 -0.011 0.004 -0.018
H 4.785 3.455 1.193 -0.007 -0.001 0.000
H 6.688 1.894 1.057 0.000 -0.007 -0.001
H 6.413 -0.485 1.653 0.001 0.002 0.000
H 4.214 -1.331 2.378 -0.014 -0.003 0.001
```
Positions in Å, forces in eV/Å.



Here is C21H32BI2N4OPbS2 as an isolated structure in a non-equilibrium geometry from OMol25. Energies are from ωB97M-V/def2-TZVPD.

Values from the calculation:
- HOMO-LUMO gap: 0.189 Eh
- Maximum force: 14.760 eV Å⁻¹
- Lowest unoccupied orbital energy: 2.07 eV
- Total charge: -1

```
64
Properties=species:S:1:pos:R:3:forces:R:3
Pb -0.776 0.384 -0.766 0.186 -3.690 -1.949
I 0.086 3.017 -0.766 3.381 4.549 -0.012
C -1.878 3.776 -0.766 -0.251 2.312 -3.878
I -3.022 2.008 -0.766 -6.952 1.272 -5.198
H -2.071 4.370 -1.681 0.352 -0.476 0.249
H -2.071 4.370 0.148 0.350 0.162 -2.123
C -1.780 -3.583 -1.955 -0.037 0.419 -0.208
N -2.111 -3.466 -0.534 0.453 -0.984 -0.123
C -2.013 -4.451 0.378 -0.102 -1.711 2.229
C -2.414 -3.954 1.600 0.772 -1.946 -0.599
N -2.753 -2.653 1.463 0.565 -0.794 -0.673
B -3.228 -1.806 2.681 0.400 0.248 0.013
N -3.344 -0.292 2.369 -0.767 0.691 -0.088
C -4.477 0.436 2.448 -1.051 1.948 -0.183
C -4.187 1.745 2.112 -2.548 -0.750 1.093
N -2.872 1.833 1.829 -0.716 0.709 2.249
C -2.160 3.045 1.424 0.599 -1.144 4.302
C -2.377 0.585 1.998 -10.734 2.104 1.893
S -0.995 0.225 1.781 11.829 -4.206 -0.734
C -2.567 -2.383 0.139 1.938 -8.924 5.299
S -2.839 -1.115 -0.495 -5.823 11.556 -7.101
H -1.425 -4.609 -2.191 -0.301 0.618 0.479
H -0.974 -2.863 -2.211 -0.556 -0.368 0.199
H -2.678 -3.365 -2.569 0.495 -0.058 0.341
H -1.676 -5.459 0.173 -0.028 0.251 -0.165
H -2.442 -4.509 2.530 -0.041 0.329 -0.093
H -2.432 -1.921 3.562 0.459 -0.197 0.238
H -4.271 -2.239 3.065 -0.596 0.124 -0.037
H -5.449 0.049 2.726 0.322 -0.127 -0.060
H -4.887 2.570 2.077 0.316 -0.036 -0.116
H -2.855 3.910 1.376 0.006 -1.152 0.576
H -1.708 2.896 0.420 0.203 -0.711 4.842
H -1.358 3.273 2.157 -0.320 -0.150 -0.126
C 2.136 -1.529 1.813 -0.137 -0.167 -0.043
C 2.668 -0.092 1.801 0.097 0.130 -0.099
C 1.624 0.905 2.312 0.809 0.144 -0.273
C 3.302 0.277 0.449 0.749 -0.075 0.706
C 4.715 0.377 0.448 -1.149 -0.017 -0.352
C 5.416 0.664 -0.710 0.143 -0.007 -0.047
C 4.715 0.847 -1.888 -1.072 -0.147 0.317
C 3.302 0.755 -1.928 0.694 0.191 -0.585
C 2.668 0.939 -3.318 -0.022 -0.041 0.226
C 2.135 -0.381 -3.884 -0.112 -0.141 -0.056
C 1.624 2.056 -3.403 -0.013 -0.220 -0.279
C 2.538 0.470 -0.749 2.851 0.273 0.146
O 1.263 0.384 -0.766 2.556 0.389 0.021
H 1.812 -1.809 2.821 -0.019 0.048 -0.036
H 2.913 -2.236 1.503 -0.043 0.116 0.009
H 1.280 -1.662 1.144 0.079 0.079 -0.022
H 3.469 -0.067 2.554 0.159 -0.001 -0.315
H 0.674 0.837 1.774 2.155 0.731 0.325
H 1.989 1.934 2.234 0.081 -0.014 -0.014
H 1.401 0.708 3.367 -0.079 -0.039 -0.077
H 5.271 0.219 1.367 -0.192 -0.010 0.066
H 6.497 0.733 -0.696 0.019 0.015 -0.002
H 5.271 1.057 -2.797 -0.177 0.021 -0.075
H 3.469 1.253 -4.002 0.104 -0.093 0.280
H 1.280 -0.763 -3.320 0.078 0.091 0.107
H 2.913 -1.153 -3.873 -0.079 0.123 0.039
H 1.812 -0.250 -4.923 -0.004 0.025 0.023
H 0.674 1.785 -2.933 0.372 -0.125 -0.304
H 1.401 2.283 -4.452 0.059 -0.025 -0.009
H 1.989 2.975 -2.932 -0.032 -0.166 -0.111
H -0.217 -1.339 -0.766 0.321 -0.956 -0.101
```
Positions in Å, forces in eV/Å.



Here is a 6-piece molecular cluster, C27H36NO14 overall in a non-equilibrium geometry from OMol25. Energies are from ωB97M-V/def2-TZVPD.

Values from the calculation:
- HOMO-LUMO gap (alpha / beta): 0.266 / 0.213 Eh
- Multiplicity: 2
- Maximum force: 6.098 eV Å⁻¹
- Lowest unoccupied orbital energy (alpha / beta): -0.58 / -2.03 eV
- Total charge: 0

```
78
Properties=species:S:1:pos:R:3:forces:R:3
O 0.234 -0.235 1.140 0.342 -2.379 -0.529
H -0.502 -0.092 0.541 -1.491 0.301 -1.633
H 1.051 -0.090 0.657 0.976 0.421 -0.383
H 0.147 0.386 1.867 0.625 1.974 2.298
C -3.870 0.766 -0.468 4.600 -1.659 -0.570
C -2.545 0.284 -0.846 -5.697 -2.053 -0.711
C -2.408 -1.006 -1.679 -2.701 -0.956 -0.607
O -1.362 -1.567 -1.945 0.301 0.423 0.266
C -3.701 -1.649 -2.173 5.113 1.107 1.106
C -4.886 -1.054 -1.884 -3.687 -1.539 -1.249
C -5.012 0.128 -0.919 -4.719 3.635 -0.203
O -6.123 0.776 -0.703 2.869 -3.407 -0.916
O -5.830 -1.610 -2.539 0.111 1.681 1.451
O -1.501 0.757 -0.504 4.227 1.582 1.867
H -3.883 1.604 0.213 -0.375 0.107 -0.131
H -3.503 -2.511 -2.793 -0.705 -0.075 -0.079
C -2.647 -0.534 4.872 -0.992 0.452 -0.309
O -1.801 0.598 4.576 -1.354 -1.392 -1.408
C -2.139 1.219 3.272 2.682 1.389 2.168
C -0.962 2.211 3.184 -1.057 0.180 -0.860
N 0.376 1.593 2.988 -0.397 1.641 1.176
C 1.367 2.680 2.647 0.093 -1.560 -1.806
C 2.652 1.894 2.124 -0.803 -0.099 3.289
O 2.435 1.351 0.898 -0.068 0.043 -1.359
C 3.029 2.068 -0.151 0.046 -0.630 -1.027
H -2.802 -0.673 5.942 0.577 0.210 0.047
H -2.409 -1.491 4.408 0.904 0.078 -0.061
H -3.648 -0.361 4.478 -0.228 0.364 -0.016
H -2.976 1.906 3.395 -0.646 -0.688 -0.170
H -2.147 0.604 2.372 -0.462 -0.573 0.377
H -0.868 2.682 4.162 -0.794 0.664 -0.142
H -1.223 2.921 2.398 0.358 0.235 -0.079
H 0.482 1.586 3.993 1.172 -1.944 0.190
H 1.453 3.462 3.401 0.436 -0.395 0.412
H 0.875 3.179 1.811 0.506 0.191 -0.448
H 2.829 0.972 2.679 -0.728 0.058 1.192
H 3.621 2.339 2.347 0.038 0.963 -0.983
H 3.052 1.318 -0.941 0.207 0.436 -0.442
H 4.046 2.343 0.130 0.040 0.181 -0.135
H 2.433 2.920 -0.478 0.050 0.153 0.105
C -0.176 4.970 -1.632 -0.241 0.802 0.016
C 0.554 5.415 -2.729 -0.991 -0.465 1.133
C 1.200 4.477 -3.495 0.487 -0.843 0.166
C 1.084 3.079 -3.290 -0.691 1.200 1.312
C 0.266 2.693 -2.229 -0.045 -0.066 -0.578
C -0.342 3.639 -1.409 -1.148 -2.097 1.424
O -1.111 3.218 -0.301 0.997 2.818 -0.148
O 2.088 4.867 -4.414 1.165 0.149 -1.718
H -0.629 5.696 -0.973 -0.220 -0.047 0.051
H 0.480 6.480 -2.893 0.715 0.068 -0.472
H 1.683 2.346 -3.810 -0.099 0.201 -0.364
H 0.035 1.657 -2.033 0.309 -0.163 0.003
H -1.499 2.340 -0.300 0.430 -0.828 -0.793
H 2.308 5.798 -4.343 -0.213 0.041 0.099
C 3.352 -2.173 -2.148 -1.187 -0.496 0.805
C 4.065 -3.308 -2.440 -0.507 -0.281 -1.077
C 3.359 -4.471 -2.721 -0.849 -0.671 -1.308
C 1.974 -4.572 -2.783 -0.265 1.997 1.391
C 1.213 -3.404 -2.479 1.963 -0.904 0.506
C 1.933 -2.249 -2.092 0.986 -1.070 -0.670
O 1.277 -1.168 -1.674 0.056 1.061 0.437
O 4.074 -5.522 -3.188 1.722 -0.811 0.088
H 3.879 -1.295 -1.808 -0.225 0.343 -0.277
H 5.097 -3.277 -2.757 0.281 -0.059 0.631
H 1.538 -5.555 -2.882 -0.271 0.046 -0.413
H 0.139 -3.459 -2.377 -0.073 0.214 -0.165
H 0.349 -1.378 -1.804 -1.068 0.551 0.196
H 3.568 -6.247 -3.563 -0.401 0.311 0.155
C 0.496 -4.203 1.107 0.540 -0.374 -0.424
C -0.247 -4.723 2.315 -0.106 -1.528 -0.915
O -1.516 -4.091 2.170 -0.616 1.100 -0.239
C -1.364 -2.955 1.414 3.268 -1.199 1.396
O -2.056 -2.019 1.340 -2.123 1.059 -0.336
O -0.079 -2.923 0.932 -0.392 0.001 -0.365
H 0.307 -4.783 0.204 -0.358 -0.229 0.034
H 1.585 -4.192 1.159 -0.081 0.565 0.441
H 0.217 -4.594 3.293 -0.183 0.561 -0.049
H -0.431 -5.786 2.161 0.064 -0.075 0.336
```
Positions in Å, forces in eV/Å.



> Which of these has the lowest maximum force?

C44H33Br2N6O4P2SZr



> Among the records above, which one has the highest maximum force?

C21H32BI2N4OPbS2



> Among the records above, which one has the lowest maximum force?

C44H33Br2N6O4P2SZr